(1)
A cluster of 2 separate species, C5H12N2O2 in total in a non-equilibrium geometry, computed with the ωB97M-V functional and the def2-TZVPD basis.

```
21
Properties=species:S:1:pos:R:3:forces:R:3:lowdin_charge:R:1
H -1.129548 1.944211 -1.007302 -0.0033 0.0148 0.0082 0.07
C 0.445023 -0.254155 -1.292753 0.0003 0.2659 0.3733 -0.42
H -1.827704 1.394019 0.510716 0.0096 0.0198 -0.0297 0.07
N 0.560613 0.445382 -2.497869 -0.0468 -0.0699 -0.0568 0.11
N 1.440780 -1.224349 -1.123454 -0.0284 -0.0250 -0.0998 0.11
H 1.191178 0.723792 0.903219 0.0590 0.0767 -0.0126 0.04
H 1.475377 0.831905 -2.688056 -0.0615 -0.0326 0.0668 0.09
H 0.770921 0.941662 2.445199 2.2659 -1.2322 -1.9030 0.14
O -0.695782 0.563136 2.625642 -0.2537 -1.7946 -0.6552 -0.09
H -2.447566 0.768409 -1.018031 -0.0180 0.0334 0.0134 0.08
O 1.463667 0.389848 1.775506 -0.7162 1.3860 1.4553 -0.08
H 0.071282 -1.327464 2.779935 0.3611 0.2318 -0.0804 0.13
H -0.228847 -1.969512 0.530590 -0.0254 0.0076 0.0494 0.11
C -0.544455 -0.055686 -0.392098 0.1333 -0.0267 -0.0801 -0.28
C -0.280823 -0.526622 2.107505 -1.9144 1.0297 1.1684 -0.28
H 1.893120 -1.252206 -0.223040 -0.0399 0.0260 -0.0042 0.08
C -0.730766 -1.025214 0.748390 0.2995 0.2260 -0.2091 -0.12
H -0.175600 1.109523 -2.676435 0.0241 -0.0335 0.0292 0.07
C -1.537304 1.073365 -0.489477 -0.0218 -0.0979 -0.1222 -0.06
H 2.085542 -1.305653 -1.893298 -0.0420 -0.0028 0.0264 0.08
H -1.799107 -1.244392 0.875110 0.0187 -0.0025 0.0628 0.13
```
Forces are in eV/Å.

Values from the calculation:
total energy	-12453.1936	eV
SMILES string	CC(CC=O)=C(N)N.O
E_LUMO	0.71	eV
energy relative to the best compared isomer or geometry (same formula, charge and spin)	64.31	kcal/mol
frontier orbital gap	8.55	eV



(2)
A cluster of 2 separate species, C5H12N2O2 in total in a non-equilibrium geometry, computed with the ωB97M-V functional and the def2-TZVPD basis.

```
21
Properties=species:S:1:pos:R:3:forces:R:3:lowdin_charge:R:1
C 0.461711 -1.184905 0.897326 -0.2909 -0.9306 -0.9725 -0.53
H 0.986966 -1.735505 -1.931477 -0.0188 0.0784 0.0681 0.09
H -1.587825 -0.319692 0.493888 0.2691 0.3833 -0.0415 0.10
H 0.887192 3.226678 -0.291819 0.1234 0.0046 -0.4326 0.14
C -0.076150 2.877022 -0.701707 0.3037 0.7241 1.6734 -0.38
C -0.035766 -1.491961 -1.637759 -0.2104 0.4985 0.0500 -0.11
H 2.118260 -2.069255 1.947136 0.1385 -0.0320 -0.1036 0.07
H -1.773982 3.669097 -1.495067 0.0292 -0.2109 0.1616 0.11
H -0.235676 -0.436258 -1.853183 0.0454 0.0380 -0.1582 0.06
C -1.013577 -1.200924 0.758711 -0.8965 1.1014 -0.9531 -0.10
H 0.601325 -2.941718 2.111596 -0.1447 -0.0213 0.1991 0.08
C 1.044127 -1.950975 2.065497 0.2457 -0.3819 -0.7925 -0.01
H -0.656913 4.866767 -1.090251 0.6123 -0.1862 0.1099 0.10
N -0.231354 -1.846882 -0.265689 1.2336 -1.7327 2.1532 -0.09
O 1.338166 -0.178927 0.557727 -0.0826 0.9385 0.1545 0.02
H 0.906795 0.501479 0.014109 -0.2712 -0.1152 0.1518 0.05
H 0.885223 -1.394347 2.986204 -0.2074 0.0042 0.0452 0.08
H -0.703746 -2.111695 -2.239875 -0.0066 0.1230 -0.0704 0.08
N -0.869970 3.885176 -1.100574 -0.9059 -0.0233 -0.7894 0.13
H -1.627757 -1.885252 1.332506 0.1512 -0.0981 0.3461 0.10
O -0.417049 1.722077 -0.557298 -0.1172 -0.1619 -0.7989 0.00
```
Forces are in eV/Å.

Values from the calculation:
total energy	-12453.4035	eV
SMILES string	CN1C[C@]1(C)O.NC=O
E_LUMO	0.59	eV
energy relative to the best compared isomer or geometry (same formula, charge and spin)	59.47	kcal/mol
frontier orbital gap	8.26	eV



(3)
The ion C5H12N2O2 with charge +2 in a non-equilibrium geometry, computed with the ωB97M-V functional and the def2-TZVPD basis.

```
21
Properties=species:S:1:pos:R:3:forces:R:3:lowdin_charge:R:1
H 3.426920 -0.892065 -0.189956 2.5423 2.4597 0.3491 0.04
H -0.509087 2.085744 1.180391 -0.2639 -0.2211 0.0705 0.10
O -1.547171 -0.644122 -0.476060 0.6443 0.2977 0.5531 0.10
N -0.578146 0.207396 0.280293 -0.3230 -0.1335 -0.2393 0.02
C 1.675626 1.297783 0.333373 -0.7422 1.1741 -0.1863 0.04
H -1.694970 1.946684 -0.073175 -0.5022 0.8596 -1.6370 0.09
C 2.758177 -1.613348 -0.386563 -2.3251 -3.8610 -2.0044 0.03
C -2.852198 -0.721871 -0.512916 0.8300 -1.8758 -1.8127 -0.09
H 2.674527 1.032592 -0.019847 -0.0429 0.5545 0.3228 0.09
H 1.299397 2.277721 -0.188547 0.4692 -2.2497 0.1525 0.16
H 2.897819 -2.474135 0.342608 -0.6418 1.1976 -0.6684 0.14
H -2.120113 1.251104 1.485036 1.9744 -0.1394 -1.1484 0.15
H -3.011134 -1.593950 -1.242589 -0.4748 1.1722 1.1697 0.23
H 0.672555 -1.794323 -0.808506 1.7744 1.9111 1.5145 0.23
C 0.846189 0.035363 0.045427 -1.7883 1.7431 0.4628 -0.17
O -3.775419 -0.024995 -0.006636 -0.4741 -0.3147 0.6566 0.23
N 1.382556 -1.060935 -0.371019 -3.2737 -2.4811 -0.9769 0.07
H 1.665689 1.702901 1.371630 0.2483 -1.1124 -0.3530 0.12
C -1.255006 1.433861 0.720651 -0.4161 -0.3940 2.4078 0.00
H -4.749514 -0.374145 -0.039676 2.0850 0.4895 -0.3393 0.26
H 2.793300 -2.077270 -1.443924 0.7002 0.9236 1.7064 0.15
```
Forces are in eV/Å.

Values from the calculation:
total energy	-12433.0195	eV
total charge	+2
E_LUMO	-8.70	eV
energy relative to the best compared isomer or geometry (same formula, charge and spin)	0.00	kcal/mol
frontier orbital gap	9.85	eV



(4)
A cluster of 3 separate species, C5H12N2O7 in total in a non-equilibrium geometry, computed with the ωB97M-V functional and the def2-TZVPD basis.

```
26
Properties=species:S:1:pos:R:3:forces:R:3:lowdin_charge:R:1
O -17.015856 -21.034975 22.210598 0.1141 -0.1963 -0.2028 0.02
H -16.604719 -21.023999 30.918902 0.0443 -0.1989 0.0405 0.09
N -14.210734 -17.148834 21.571665 -0.2006 -0.0266 -0.0337 -0.45
H -16.267078 -17.593902 21.484865 -0.0028 -0.2994 0.2195 0.09
H -16.563248 -19.675376 25.721069 0.0830 -0.1040 -0.3577 0.10
C -17.088114 -21.043377 29.951641 -0.1427 -0.0002 -0.1698 0.05
H -17.701914 -22.606561 21.136373 -0.0162 0.1439 -0.0200 0.10
H -17.563247 -22.952566 22.859850 0.0235 0.0738 0.0902 0.10
H -15.565991 -17.219526 23.133166 -0.2450 -0.1524 0.0359 0.09
C -16.584333 -20.591120 23.383177 -0.1997 -0.0158 0.0795 -0.60
O -17.239986 -21.156380 24.410255 -0.1825 -0.1457 -0.2725 -0.01
O -13.393677 -16.336528 21.951432 0.0838 0.0917 0.1139 0.05
C -17.850971 -22.198182 22.132999 -0.0394 -0.1566 -0.0801 -0.03
O -18.493213 -22.479419 28.820068 -0.0119 0.0632 -0.0680 0.05
H -16.428374 -21.272880 29.123169 0.2018 0.1218 0.0930 0.09
H -17.694349 -20.812552 26.387404 -0.1895 -0.3648 -0.3470 0.09
C -16.857060 -20.726589 25.694977 0.2581 0.6584 1.2787 -0.05
H -15.848852 -15.924317 21.928307 0.0251 0.0284 0.1581 0.09
H -17.582980 -20.090283 29.776910 -0.1232 -0.0969 -0.0614 0.10
O -18.539082 -22.555479 30.968796 -0.0052 0.0409 0.2072 0.08
N -18.128646 -22.117536 29.920671 0.0547 0.0949 -0.0587 -0.46
O -15.732620 -19.755497 23.479363 0.0877 0.1517 0.0699 0.13
H -18.897387 -21.933263 22.269385 0.0067 0.0550 0.0663 0.10
O -13.977152 -18.074683 20.828957 -0.0801 -0.0530 -0.0539 0.07
H -16.030441 -21.314011 26.097654 0.0243 -0.1039 -0.2513 0.10
C -15.612544 -16.973856 22.080747 0.4317 0.3908 -0.4758 0.04
```
Forces are in eV/Å.

Values from the calculation:
total energy	-22686.3551	eV
SMILES string	C[N+](=O)[O-].C[N+](=O)[O-].COC(=O)OC
E_LUMO	0.07	eV
energy relative to the best compared isomer or geometry (same formula, charge and spin)	0.00	kcal/mol
frontier orbital gap	10.78	eV



(5)
The molecule C5H12N2OS2 in a non-equilibrium geometry, computed with the ωB97M-V functional and the def2-TZVPD basis.

```
22
Properties=species:S:1:pos:R:3:forces:R:3:lowdin_charge:R:1
H -0.418570 0.429428 -2.643771 -0.0909 -1.7667 -0.1166 0.12
H 1.335138 -1.396584 0.318163 -1.3097 1.8522 -0.6826 0.11
C 1.196705 -0.586835 -1.604370 -1.9199 0.6776 -0.2698 -0.17
H 0.206766 -1.114781 -3.475248 -0.5329 0.1673 0.1989 0.10
S 1.204380 2.242867 2.350639 -0.6613 0.4542 1.0600 0.72
H 1.742393 0.365813 -1.779530 -0.1857 -0.6512 0.1036 0.12
C -1.091790 0.770734 0.524946 1.1577 1.8500 1.9939 -0.23
H -1.023101 -1.348416 -0.921089 0.2866 -0.2082 -0.0690 0.02
H 1.771027 -1.443206 -1.916978 0.6428 -0.2463 0.7057 0.11
H 1.908624 1.678750 3.408378 -0.4895 0.4521 -1.1935 -0.09
H -3.012946 0.067719 1.105883 2.7799 -0.6130 1.7513 0.15
H -1.712574 0.317405 2.541433 -0.3915 0.2546 -0.1586 0.07
H -1.116110 1.832004 0.922370 0.0572 -1.0303 -0.8011 0.11
H -1.560730 -1.057172 1.576160 0.1187 -1.4349 -0.4957 0.05
N 0.350625 0.392413 0.504236 1.2950 1.1486 -0.4234 -0.20
C -1.853087 -0.046740 1.520364 -3.3669 1.1038 -0.5257 -0.09
C -0.082809 -0.666589 -2.517633 -1.0053 0.7765 1.3040 -0.18
C 1.393724 0.904336 1.242533 -0.3147 -1.0599 0.3345 -1.16
O -1.154622 -1.519927 -1.865923 1.7336 1.6005 -1.7947 -0.12
N 0.702903 -0.715273 -0.221467 0.8511 -2.9995 0.2260 -0.14
S 2.855515 0.143211 1.331337 0.5138 -0.2274 -0.2766 0.61
H -1.641462 0.750842 -0.400431 0.8317 -0.1000 -0.8705 0.10
```
Forces are in eV/Å.

Values from the calculation:
total energy	-32075.0407	eV
SMILES string	CCN(NCCO)C(=S)S
E_LUMO	0.09	eV
energy relative to the best compared isomer or geometry (same formula, charge and spin)	41.64	kcal/mol
frontier orbital gap	8.43	eV



> Which value of frontier orbital gap does entry 1 give?

8.55 eV